No. 1
{"formula": "C31H36CaF18N3O33S6", "method": "ωB97M-V/def2-TZVPD", "total_charge": -2, "spin_multiplicity": 2, "orbital_gap_ha": [0.075, 0.270], "s_squared": 0.76, "lumo_energy_ev": [2.587, 2.587], "fmax_ev_per_a": 6.99, "species": ["Ca", "C", "F", "F", "F", "S", "O", "O", "N", "S", "O", "O", "C", "F", "F", "F", "C", "F", "F", "F", "S", "O", "O", "N", "S", "O", "O", "C", "F", "F", "F", "C", "F", "F", "F", "S", "O", "O", "N", "S", "O", "O", "C", "F", "F", "F", "C", "C", "O", "C", "O", "O", "H", "H", "H", "H", "C", "C", "O", "C", "O", "O", "H", "H", "H", "H", "C", "C", "O", "C", "O", "O", "H", "H", "H", "H", "C", "C", "C", "O", "C", "O", "O", "H", "H", "H", "H", "H", "H", "C", "C", "C", "O", "C", "O", "O", "H", "H", "H", "H", "H", "H", "C", "C", "C", "O", "C", "O", "O", "H", "H", "H", "H", "H", "H", "C", "C", "C", "O", "C", "O", "O", "H", "H", "H", "H", "H", "H"], "coordinates": [[-0.145, -2.990, -1.405], [-4.424, -3.628, -2.865], [-4.431, -4.755, -2.022], [-4.070, -3.998, -4.163], [-5.617, -3.108, -2.831], [-3.161, -2.222, -2.350], [-3.757, -0.919, -2.604], [-2.871, -2.487, -0.943], [-1.582, -2.636, -3.028], [-1.509, -1.837, -4.430], [-2.826, -1.773, -5.110], [-0.710, -0.612, -4.408], [-0.649, -2.929, -5.589], [0.587, -3.206, -5.183], [-1.482, -3.996, -5.572], [-0.545, -2.331, -6.817], [0.948, 1.002, 0.177], [0.629, 2.285, 0.068], [1.742, 0.768, -0.934], [1.628, 0.653, 1.305], [-0.671, 0.005, -0.063], [-1.810, 0.515, 0.712], [-0.955, 0.024, -1.489], [-0.185, -1.666, 0.306], [-0.729, -1.621, 1.812], [-0.103, -0.609, 2.624], [-2.144, -1.759, 1.978], [-0.078, -3.312, 2.233], [-0.666, -4.278, 1.454], [1.255, -3.361, 2.265], [-0.459, -3.672, 3.521], [-1.443, -6.145, -2.263], [-2.273, -5.310, -2.853], [-1.573, -6.083, -0.984], [-1.884, -7.427, -2.567], [0.439, -6.015, -2.705], [1.093, -7.315, -2.690], [0.643, -5.295, -3.980], [0.744, -4.971, -1.368], [2.009, -5.544, -0.658], [2.932, -5.828, -1.646], [2.482, -4.573, 0.324], [1.443, -7.089, 0.450], [0.145, -7.021, 0.518], [1.673, -8.237, -0.203], [2.056, -7.113, 1.704], [-4.848, 3.219, -2.225], [-4.560, 1.982, -1.407], [-3.729, 2.515, -0.393], [-3.879, 3.839, -0.271], [-3.370, 4.575, 0.635], [-4.496, 4.317, -1.385], [-5.870, 3.552, -2.406], [-4.338, 3.275, -3.187], [-3.958, 1.258, -1.955], [-5.394, 1.420, -0.986], [4.437, 0.525, 3.181], [3.280, 1.421, 3.660], [3.980, 2.372, 4.415], [5.138, 1.862, 4.809], [5.712, 2.176, 5.824], [5.575, 0.899, 3.957], [4.469, 0.657, 2.099], [4.112, -0.515, 3.215], [2.509, 0.926, 4.251], [2.758, 1.951, 2.864], [-3.945, -4.611, 3.353], [-5.113, -4.947, 2.458], [-5.183, -6.281, 2.567], [-4.119, -6.805, 3.155], [-3.902, -7.949, 3.367], [-3.283, -5.783, 3.567], [-4.221, -4.300, 4.361], [-3.452, -3.775, 2.858], [-4.878, -4.701, 1.423], [-6.101, -4.577, 2.731], [-3.516, 2.482, 5.148], [-4.344, 1.628, 4.225], [-3.675, 0.471, 3.527], [-4.209, -0.719, 4.131], [-5.180, -0.286, 5.033], [-6.042, -0.887, 5.713], [-5.318, 1.048, 4.947], [-4.062, 3.019, 5.923], [-3.001, 3.340, 4.716], [-2.761, 2.003, 5.771], [-4.849, 2.331, 3.563], [-2.587, 0.539, 3.530], [-3.893, 0.553, 2.462], [6.603, 2.710, -2.959], [5.896, 2.732, -1.603], [5.034, 1.443, -1.519], [5.474, 0.862, -0.354], [6.577, 1.408, 0.126], [7.126, 1.031, 1.248], [6.978, 2.424, -0.670], [7.257, 3.582, -2.998], [5.812, 2.758, -3.708], [7.209, 1.829, -3.167], [5.275, 3.627, -1.577], [5.239, 0.858, -2.415], [4.021, 1.836, -1.607], [-0.829, 3.547, -2.857], [-0.537, 3.645, -4.368], [0.707, 2.759, -4.796], [0.240, 2.201, -6.046], [-1.190, 2.364, -6.084], [-1.946, 1.893, -7.006], [-1.620, 3.162, -5.117], [0.005, 3.805, -2.204], [-1.146, 2.519, -2.679], [-1.631, 4.230, -2.575], [-0.407, 4.669, -4.721], [0.948, 2.124, -3.943], [1.646, 3.284, -4.976], [4.405, 7.178, 3.585], [4.154, 6.811, 2.013], [5.377, 6.115, 1.432], [4.804, 4.904, 0.735], [3.493, 4.802, 1.043], [2.747, 3.945, 0.642], [3.144, 5.750, 1.838], [3.580, 7.464, 4.237], [5.279, 7.796, 3.790], [4.745, 6.262, 4.069], [3.983, 7.618, 1.300], [6.014, 5.768, 2.245], [5.945, 6.686, 0.698]], "lowdin_spin": [0.061, 0.165, 0.043, 0.003, 0.028, 0.259, 0.088, 0.004, 0.205, 0.047, 0.010, 0.022, 0.011, 0.012, 0.002, 0.002, 0.001, 0.000, 0.001, 0.000, 0.003, 0.001, 0.001, 0.003, 0.000, 0.000, 0.000, 0.000, 0.001, 0.000, 0.000, 0.000, 0.001, 0.000, 0.001, 0.003, 0.000, 0.006, 0.001, 0.001, 0.000, 0.000, 0.000, 0.000, 0.000, 0.000, 0.000, 0.003, 0.001, 0.000, 0.000, 0.000, 0.000, 0.000, 0.002, 0.001, 0.000, 0.000, 0.000, 0.000, 0.000, 0.000, 0.000, 0.000, 0.000, 0.000, 0.000, 0.000, 0.000, 0.000, 0.000, 0.000, 0.000, 0.000, 0.000, 0.000, 0.000, 0.000, 0.000, 0.000, 0.000, 0.000, 0.000, 0.000, 0.000, 0.000, 0.000, 0.000, 0.000, 0.000, 0.000, 0.000, 0.000, 0.000, 0.000, 0.000, 0.000, 0.000, 0.000, 0.000, 0.000, 0.000, 0.000, 0.000, 0.000, 0.000, 0.000, 0.000, 0.000, 0.000, 0.000, 0.000, 0.000, 0.000, 0.000, 0.000, 0.000, 0.000, 0.000, 0.000, 0.000, 0.000, 0.000, 0.000, 0.000, 0.000, 0.000, 0.000]}

No. 2
{"formula": "C31H36ClF6N3O17PS", "method": "ωB97M-V/def2-TZVPD", "total_charge": 1, "orbital_gap_ha": 0.253, "lumo_energy_ev": -4.186, "fmax_ev_per_a": 2.67, "species": ["C", "C", "C", "Cl", "C", "C", "S", "N", "C", "C", "C", "C", "C", "C", "N", "C", "C", "O", "N", "C", "O", "F", "P", "C", "C", "H", "H", "H", "H", "H", "H", "H", "H", "H", "H", "H", "H", "H", "H", "H", "H", "H", "H", "H", "H", "H", "C", "C", "O", "C", "O", "O", "F", "H", "H", "H", "C", "C", "O", "C", "O", "O", "F", "H", "H", "H", "C", "C", "O", "C", "O", "O", "F", "H", "H", "H", "C", "C", "O", "C", "O", "O", "F", "H", "H", "H", "C", "C", "O", "C", "O", "O", "F", "H", "H", "H"], "coordinates": [[-1.148, 1.530, 0.641], [-2.026, 0.603, -0.199], [-1.247, -0.413, -1.073], [0.018, 0.442, -2.051], [-0.585, -1.534, -0.268], [0.753, -1.165, 0.463], [0.539, -1.432, 2.270], [1.594, -2.313, 0.054], [1.026, -3.221, -0.647], [1.840, -4.399, -1.024], [3.211, -4.372, -1.006], [3.991, -5.449, -1.341], [3.296, -6.588, -1.685], [1.921, -6.531, -1.651], [1.172, -5.497, -1.358], [-0.430, -2.940, -0.951], [-0.863, -3.020, -2.435], [-1.984, -3.409, -2.663], [0.005, -2.607, -3.467], [0.074, -3.499, -4.555], [-0.267, -4.643, -4.591], [0.617, -2.931, -5.636], [-1.438, -4.070, 0.186], [-1.645, -5.753, -0.567], [-3.180, -3.413, 0.275], [-0.564, 2.223, 0.038], [-1.819, 2.152, 1.242], [-0.506, 1.010, 1.355], [-2.757, 0.035, 0.381], [-2.549, 1.235, -0.922], [-1.969, -0.779, -1.803], [-1.261, -1.619, 0.584], [1.214, -0.215, 0.201], [-0.258, -2.527, 2.307], [2.540, -2.263, 0.410], [3.713, -3.448, -0.737], [5.070, -5.415, -1.314], [3.815, -7.496, -1.951], [1.392, -7.449, -1.897], [0.919, -2.319, -3.139], [-1.374, -5.770, -1.623], [-0.984, -6.450, -0.056], [-2.691, -6.040, -0.458], [-3.751, -3.965, -0.475], [-3.240, -2.351, 0.057], [-3.584, -3.667, 1.248], [3.809, 3.752, -3.079], [3.515, 2.339, -3.508], [3.678, 1.609, -2.299], [3.368, 2.477, -1.288], [3.137, 2.138, -0.173], [3.349, 3.751, -1.721], [4.419, 1.893, -4.415], [4.870, 3.978, -3.103], [3.278, 4.491, -3.672], [2.506, 2.182, -3.896], [7.719, 5.808, -4.591], [8.098, 7.074, -3.866], [6.860, 7.496, -3.315], [6.120, 6.374, -3.108], [5.151, 6.327, -2.426], [6.644, 5.315, -3.781], [8.547, 8.020, -4.720], [7.354, 6.005, -5.599], [8.532, 5.089, -4.642], [8.825, 6.937, -3.063], [-8.576, -3.872, 0.313], [-7.783, -4.986, 0.948], [-6.451, -4.505, 0.854], [-6.527, -3.143, 0.878], [-5.604, -2.427, 1.081], [-7.790, -2.721, 0.647], [-7.887, -6.137, 0.245], [-8.632, -3.972, -0.771], [-9.583, -3.788, 0.713], [-8.028, -5.178, 1.994], [-2.475, 6.651, 3.675], [-1.281, 5.781, 3.374], [-1.879, 4.580, 2.923], [-3.077, 4.928, 2.360], [-3.712, 4.220, 1.657], [-3.428, 6.188, 2.712], [-0.553, 5.512, 4.489], [-2.863, 6.485, 4.681], [-2.269, 7.711, 3.546], [-0.620, 6.173, 2.598], [-0.555, 3.014, 6.346], [-0.853, 1.597, 5.932], [-0.613, 0.868, 7.119], [-0.872, 1.721, 8.160], [-1.028, 1.382, 9.280], [-0.934, 3.008, 7.725], [0.000, 1.169, 4.966], [0.505, 3.257, 6.260], [-1.130, 3.741, 5.784], [-1.881, 1.430, 5.603]], "lowdin_charge": [-0.095, -0.231, -0.588, 0.685, -0.349, -0.510, 0.835, 0.115, -0.130, -0.212, -0.009, -0.019, -0.013, -0.105, 0.150, -0.342, -0.413, 0.129, 0.194, -0.488, 0.183, 0.143, 1.024, -0.261, -0.244, 0.067, 0.067, 0.040, 0.118, 0.117, 0.107, 0.063, 0.094, -0.130, 0.163, 0.119, 0.126, 0.123, 0.129, 0.137, 0.030, 0.024, 0.044, 0.047, 0.033, 0.041, -0.055, -0.310, 0.111, -0.562, 0.157, 0.092, 0.078, 0.114, 0.149, 0.167, -0.044, -0.311, 0.146, -0.539, 0.184, 0.049, 0.086, 0.148, 0.143, 0.177, -0.045, -0.310, 0.124, -0.541, 0.152, 0.086, 0.083, 0.148, 0.144, 0.176, -0.045, -0.307, 0.115, -0.547, 0.184, 0.083, 0.065, 0.148, 0.144, 0.178, -0.060, -0.317, 0.131, -0.542, 0.194, 0.078, 0.057, 0.150, 0.114, 0.175]}

Q: Which formula does entry 1 have?
A: C31H36CaF18N3O33S6